ORCA calculation (ωB97M-V with the def2-TZVPD basis set) on a cluster of 13 separate species, C13H39N13O26 in total in a non-equilibrium geometry.

```
91
Properties=species:S:1:pos:R:3
C 1.36 2.25 -4.66
N 0.36 3.26 -4.23
O 0.50 3.60 -3.05
O -0.61 3.48 -4.95
H 2.31 2.72 -4.90
H 1.02 1.67 -5.52
H 1.65 1.59 -3.84
C -2.37 1.41 4.63
N -1.16 1.99 3.98
O -0.57 1.31 3.23
O -0.97 3.18 4.18
H -2.71 2.20 5.29
H -2.08 0.49 5.13
H -3.08 1.21 3.83
C -0.85 -2.33 1.90
N -1.06 -2.52 3.40
O -1.92 -3.41 3.70
O -0.30 -1.96 4.20
H 0.06 -1.73 1.84
H -1.69 -1.67 1.69
H -0.92 -3.34 1.50
C 4.72 -1.13 1.86
N 4.12 -2.13 2.78
O 3.07 -2.62 2.43
O 4.78 -2.44 3.79
H 4.21 -0.19 2.03
H 4.68 -1.47 0.82
H 5.78 -1.00 2.08
C 1.64 -2.25 -3.78
N 2.38 -3.28 -4.61
O 2.52 -3.01 -5.76
O 2.68 -4.37 -4.09
H 1.64 -1.27 -4.26
H 2.03 -2.25 -2.76
H 0.57 -2.48 -3.76
C -5.26 -1.84 1.26
N -4.62 -3.19 1.39
O -5.22 -4.12 1.94
O -3.53 -3.39 0.82
H -6.15 -1.65 1.87
H -5.59 -1.70 0.23
H -4.47 -1.13 1.48
C -2.87 -1.52 -2.28
N -3.74 -0.31 -2.58
O -3.21 0.81 -2.49
O -4.91 -0.51 -2.92
H -3.51 -2.39 -2.42
H -2.60 -1.32 -1.25
H -1.91 -1.47 -2.79
C -0.04 4.27 1.21
N -0.35 5.34 0.21
O 0.42 5.51 -0.75
O -1.32 6.03 0.34
H 1.04 4.12 1.08
H -0.59 3.36 0.96
H -0.35 4.62 2.20
C 4.70 0.72 -2.63
N 3.55 0.81 -1.66
O 2.94 -0.24 -1.53
O 3.31 1.89 -1.17
H 4.49 -0.12 -3.30
H 5.65 0.41 -2.18
H 4.90 1.58 -3.27
C 0.01 1.00 -0.33
N -0.11 0.04 -1.44
O 0.02 -1.17 -1.21
O -0.19 0.50 -2.57
H 1.05 1.06 -0.02
H -0.64 0.78 0.53
H -0.26 1.96 -0.77
C 3.94 3.00 3.13
N 4.70 2.43 4.21
O 5.93 2.51 4.17
O 4.10 1.81 5.11
H 3.69 4.06 3.21
H 3.00 2.47 3.02
H 4.50 2.88 2.20
C -0.81 -6.61 -1.12
N -0.52 -5.15 -0.96
O 0.44 -4.83 -0.27
O -1.20 -4.34 -1.54
H 0.01 -7.14 -0.64
H -0.86 -6.70 -2.21
H -1.77 -6.82 -0.67
C -4.10 3.44 0.03
N -3.72 2.13 0.72
O -4.44 1.16 0.71
O -2.62 2.17 1.28
H -4.40 3.27 -1.00
H -3.31 4.18 0.08
H -5.02 3.86 0.45
```

Multiplicity: 1
Frontier orbital gap in eV: 9.9
ΔE to the lowest compared entry with this formula, charge and spin in kJ/mol: 211.3

Results of the Mulliken charge analysis, in e, for atoms 1 through 5: -0.53, 0.89, -0.44, -0.54, 0.38

ORCA calculation (ωB97M-V with the def2-TZVPD basis set) on a structure of composition C32H35BrCdN3OS2 in a non-equilibrium geometry.

```
75
Properties=species:S:1:pos:R:3
Cd -0.22 -0.59 -0.36
O 3.58 0.89 -5.38
C 2.82 0.49 -4.34
C 3.32 -0.05 -3.15
C 2.45 -0.31 -2.13
N 1.16 0.15 -2.15
C 0.67 0.55 -3.32
Br -1.15 1.07 -3.49
C 1.45 0.65 -4.47
H 4.55 0.85 -5.18
H 4.39 -0.23 -3.10
H 2.82 -0.85 -1.27
H 1.07 1.01 -5.42
C 4.16 0.70 0.85
C 3.95 -0.78 1.03
C 5.09 -1.62 1.08
C 4.89 -3.02 1.08
C 3.63 -3.58 1.08
C 2.51 -2.77 1.22
C 1.22 -3.48 1.49
C 2.64 -1.34 1.23
N 1.49 -0.60 1.42
C 1.27 0.36 2.28
C 1.74 0.20 3.73
C 0.25 1.44 2.04
C 0.37 2.62 3.04
N -0.50 1.46 0.94
C -1.57 2.34 0.81
C -2.73 2.15 1.73
C -2.80 1.13 2.84
C -3.82 3.01 1.60
C -3.84 4.02 0.63
C -2.79 4.17 -0.27
C -1.65 3.37 -0.18
C -0.43 3.64 -1.04
H 4.95 0.88 0.13
H 4.42 1.28 1.75
H 3.32 1.31 0.40
H 6.08 -1.18 1.00
H 5.75 -3.68 1.04
H 3.43 -4.66 1.08
H 1.47 -4.46 1.94
H 0.67 -3.65 0.58
H 0.54 -2.94 2.19
H 2.43 -0.65 3.80
H 0.94 0.01 4.45
H 2.29 1.09 4.11
H 1.44 2.73 3.31
H -0.17 2.47 3.97
H -0.03 3.55 2.62
H -2.11 0.29 2.77
H -3.85 0.78 2.92
H -2.62 1.60 3.79
H -4.78 2.88 2.19
H -4.68 4.69 0.51
H -2.81 4.99 -0.98
H 0.45 3.89 -0.48
H -0.63 4.51 -1.68
H -0.15 2.77 -1.63
S -0.90 -2.70 -1.66
C -2.52 -2.34 -2.18
C -2.96 -2.50 -3.50
C -4.28 -2.27 -3.87
C -5.23 -1.77 -2.94
C -4.77 -1.54 -1.66
C -3.45 -1.72 -1.29
S -3.04 -1.11 0.31
H -2.29 -2.84 -4.29
H -4.63 -2.51 -4.86
H -6.25 -1.51 -3.19
H -5.49 -1.20 -0.91
C -2.67 -2.67 1.21
H -3.66 -3.01 1.58
H -2.00 -2.48 2.08
H -2.23 -3.37 0.50
```

Multiplicity: 1
Frontier orbital gap in eV: 3.3
ΔE to the lowest compared entry with this formula, charge and spin in kJ/mol: 56.9
Net charge: -1

Results of the Mulliken charge analysis, in e, for atoms 1 through 5: 1.70, -0.56, 0.95, -0.64, -0.74